(1)
DFT (ωB97M-V/def2-TZVPD) results for a structure of composition C39H51ClO4P4Pt.

The geometry in XYZ format:
```
100
C39H51ClO4P4Pt, DFT ωB97M-V/def2-TZVPD
P 1.3197 1.0623 -4.7020
C 3.0447 1.4803 -4.9041
C 3.8178 0.8661 -5.9066
H 3.3924 0.0575 -6.5034
C 5.1204 1.3054 -6.1394
H 5.7099 0.8404 -6.9307
C 5.6609 2.3420 -5.3749
H 6.6745 2.6925 -5.5704
C 4.9019 2.9359 -4.3610
H 5.3194 3.7422 -3.7601
C 3.5979 2.5049 -4.1156
H 2.9959 2.9557 -3.3258
C 0.9926 -0.5412 -5.4343
C 1.7299 -1.6502 -4.9869
H 2.5458 -1.5046 -4.2726
C 1.4199 -2.9250 -5.4585
H 1.9725 -3.7847 -5.0748
C 0.4317 -3.0813 -6.4337
H 0.2170 -4.0753 -6.8312
C -0.2637 -1.9751 -6.9229
H -1.0118 -2.0885 -7.7086
C 0.0008 -0.7007 -6.4184
H -0.5277 0.1721 -6.8073
C 0.2657 2.3291 -5.4124
C 0.6378 2.9185 -6.6379
H 1.5441 2.5838 -7.1432
C -0.1549 3.9217 -7.1948
H 0.1309 4.3601 -8.1517
C -1.3053 4.3595 -6.5323
H -1.9168 5.1522 -6.9658
C -1.6776 3.7811 -5.3159
H -2.5730 4.1107 -4.7864
C -0.9033 2.7594 -4.7622
H -1.1878 2.3017 -3.8152
Pt 0.1247 0.1290 -0.4497
C -1.5079 -1.1283 -0.6187
C -1.9086 -1.5000 -1.8507
H -1.9994 -1.4959 0.3034
C -1.1316 -0.8762 -3.0065
O -2.0626 -0.0809 -3.7798
H -1.6186 0.2881 -4.5668
C -0.0419 -0.0253 -2.4259
H -0.6900 -1.6590 -3.6568
C 0.9082 0.8221 -2.7554
Cl 2.0396 1.4101 0.4071
P -1.2305 1.9659 0.2345
P 1.6095 -1.6646 0.0315
C -0.7150 2.9133 1.6941
H 0.3721 3.0475 1.6557
H -0.9733 2.3532 2.6012
H -1.2231 3.8870 1.6992
C -1.4158 3.1682 -1.1100
H -2.1256 2.7830 -1.8526
H -0.4410 3.3305 -1.5863
H -1.7885 4.1180 -0.7016
C -2.9026 1.3772 0.6181
H -2.8343 0.5678 1.3575
H -3.3626 0.9889 -0.2978
H -3.5045 2.2036 1.0181
C 2.3541 -1.7111 1.6830
H 1.6228 -2.1019 2.4007
H 2.6422 -0.6939 1.9694
H 3.2356 -2.3648 1.6630
C 0.7519 -3.2550 -0.1062
H 0.3280 -3.3588 -1.1118
H -0.0606 -3.2687 0.6322
H 1.4507 -4.0794 0.0872
C 2.9788 -1.6961 -1.1542
H 3.3997 -0.6874 -1.2389
H 2.6109 -2.0241 -2.1335
H 3.7497 -2.3918 -0.7959
P -3.3071 -2.5844 -2.2789
C -3.8126 -3.4931 -0.8369
C -2.6757 -3.6583 -3.5679
H -4.1082 -2.8084 -0.0311
H -2.9973 -4.1383 -0.4829
H -4.6697 -4.1164 -1.1262
H -2.3255 -3.0714 -4.4273
H -3.4847 -4.3255 -3.8888
H -1.8422 -4.2597 -3.1818
C -4.5962 -1.5468 -2.9487
H -4.9509 -0.8535 -2.1763
H -5.4212 -2.1861 -3.2854
H -4.1830 -0.9663 -3.7828
H 1.5186 1.3699 -2.0299
O 1.1594 0.9405 4.1397
C 0.3989 0.2226 4.9730
C 0.5692 0.3915 6.3631
C -0.1753 -0.3767 7.2491
C -1.0883 -1.3301 6.7712
C -1.2719 -1.4950 5.3953
C -0.5658 -0.7121 4.4789
C -0.8233 -0.8507 3.0044
O -1.6228 -1.7005 2.5734
O -0.1436 -0.0251 2.2657
H 0.8102 0.6987 3.1943
H 1.2963 1.1301 6.7016
H -0.0397 -0.2322 8.3197
H -1.6610 -1.9436 7.4675
H -1.9688 -2.2236 4.9878
```

Results
2S+1: 5
Highest occupied orbital energy (spin up / spin down) in eV: -9.102 / -13.242
Charge: +2
ΔE to the lowest compared entry with this formula, charge and spin in kcal/mol: 0.0
LUMO (spin up / spin down) in eV: -4.296 / -7.974

Atom charges from the Löwdin analysis, given in e for atoms 1 to 99: P 1.1227; C -0.3282; C -0.0776; H 0.1084; C -0.0591; H 0.1167; C -0.0520; H 0.1174; C -0.0553; H 0.1159; C -0.0674; H 0.1111; C -0.3337; C -0.0891; H 0.1067; C -0.0581; H 0.1169; C -0.0621; H 0.1173; C -0.0594; H 0.1180; C -0.0701; H 0.1146; C -0.3190; C -0.0636; H 0.1159; C -0.0524; H 0.1186; C -0.0490; H 0.1187; C -0.0527; H 0.1152; C -0.0882; H 0.0693; Pt 0.8489; C -0.2079; C -0.3545; H 0.0457; C -0.4037; O -0.0654; H 0.0624; C -0.4288; H 0.1140; C -0.2403; Cl 0.0250; P 0.7141; P 0.6927; C -0.2524; H 0.0038; H 0.0437; H 0.0612; C -0.2330; H 0.0460; H 0.0462; H 0.0611; C -0.2352; H 0.0408; H 0.0410; H 0.0646; C -0.2472; H 0.0500; H 0.0067; H 0.0630; C -0.2402; H 0.0372; H 0.0451; H 0.0635; C -0.2338; H 0.0368; H 0.0277; H 0.0620; P 0.8857; C -0.1621; C -0.1591; H 0.0757; H 0.0773; H 0.0755; H 0.0603; H 0.0735; H 0.0747; C -0.1608; H 0.0742; H 0.0729; H 0.0584; H -0.0232; O 0.1567; C -0.1796; C 0.0623; C -0.0087; C 0.0228; C 0.0417; C -0.0116; C -0.5637; O 0.0163; O -0.1951; H 0.0664; H 0.1445; H 0.1293; H 0.1345

***

(2)
DFT (ωB97M-V/def2-TZVPD) results for a structure of composition C39H52AlN2O45.

The geometry in XYZ format:
```
139
C39H52AlN2O45, DFT ωB97M-V/def2-TZVPD
Al -2.9404 -0.0543 1.0294
N 2.8258 0.4026 -1.4554
O -2.9924 0.0484 -0.6674
O 1.7375 0.1659 -1.2460
O 3.9236 0.6258 -1.6036
N -0.5956 -0.4882 2.3042
O -1.5123 -0.0215 3.0783
O -0.9815 -0.7338 1.0076
O 0.5474 -0.7238 2.9460
C 2.9475 -0.3060 6.6191
C 3.5947 -1.0457 5.4778
O 3.4300 -2.4340 5.8150
C 2.3769 -2.5192 6.6791
O 1.8386 -3.5250 7.0249
O 2.0442 -1.3340 7.1072
H 2.3845 0.5620 6.3617
H 3.7710 -0.1106 7.3324
H 4.7007 -0.8831 5.4532
H 3.0818 -0.7720 4.4932
C 0.8951 -0.1842 -4.9865
C 1.0946 -0.9322 -6.2837
O -0.0037 -0.4764 -7.0589
C -0.3507 0.7819 -6.5531
O -1.1104 1.5290 -7.0393
O 0.3960 1.0220 -5.5024
H 1.6095 0.0311 -4.2190
H 0.0677 -0.7600 -4.4834
H 0.9253 -2.0117 -6.3189
H 2.0931 -0.7111 -6.6491
C 4.4815 -3.8702 -0.1797
C 4.6430 -2.4675 -0.5645
O 5.0464 -1.7864 0.6893
C 5.5432 -2.7838 1.5397
O 6.1692 -2.5883 2.5316
O 5.3389 -3.9988 1.0039
H 4.8812 -4.6118 -0.9312
H 3.4720 -4.2146 0.0021
H 3.8497 -1.9491 -0.9668
H 5.4943 -2.4873 -1.2449
C -6.6647 -2.3411 -0.6057
C -6.7527 -3.5080 0.3709
O -5.2555 -3.6726 0.8680
C -4.7250 -2.4178 0.7083
O -3.6390 -1.9728 1.1728
O -5.4363 -1.5683 -0.0130
H -7.5594 -1.7499 -0.6229
H -6.3184 -2.6036 -1.6048
H -7.1384 -4.4392 -0.0008
H -7.2740 -3.3429 1.3591
C -3.6222 2.6483 5.0914
C -4.8160 1.6931 5.1071
O -4.5234 0.8309 3.8824
C -3.6886 1.5932 3.0974
O -3.4442 1.4646 1.9024
O -3.2061 2.6491 3.7102
H -2.7781 2.3475 5.7044
H -3.9337 3.6857 5.3120
H -5.7283 2.2390 4.9255
H -4.8931 1.0151 5.8722
C 4.8683 3.8100 0.2727
C 4.2861 4.7546 1.2292
O 3.0890 4.1095 1.6457
C 2.8658 2.9587 0.9257
O 1.9797 2.2355 1.1001
O 3.8561 2.7821 0.0617
H 5.7234 3.3019 0.7067
H 5.1806 4.2549 -0.7004
H 4.0084 5.7542 0.8196
H 4.8634 4.9246 2.1544
C -2.7392 -3.2845 -4.2267
C -2.2750 -4.3669 -5.1489
O -0.9303 -4.6849 -4.7782
C -0.5952 -3.8338 -3.7527
O 0.5363 -3.9040 -3.2558
O -1.5715 -3.0230 -3.5113
H -3.5348 -3.6156 -3.5477
H -3.1470 -2.3882 -4.7629
H -2.2496 -4.0760 -6.1583
H -2.8806 -5.2507 -4.9929
C -0.7636 -1.7185 6.9404
C -0.8613 -1.5673 8.4630
O -2.2578 -1.1708 8.6566
C -2.9480 -1.1753 7.5312
O -4.0927 -0.8843 7.3668
O -2.1019 -1.5725 6.5352
H -0.4795 -2.7569 6.7861
H -0.1313 -0.9527 6.5425
H -0.2601 -0.8206 8.8950
H -0.7011 -2.5594 8.9518
C 4.1095 5.5201 -5.6039
C 3.0547 4.4774 -6.0150
O 2.5167 4.0566 -4.7384
C 3.3885 4.3925 -3.7367
O 3.2654 4.2057 -2.5699
O 4.4207 5.1350 -4.2473
H 3.6643 6.5178 -5.5745
H 5.0468 5.5734 -6.2114
H 3.4239 3.6240 -6.5648
H 2.1994 4.8829 -6.5480
C -2.0283 -5.7381 0.4868
C -1.3374 -6.9604 1.1448
O -1.2402 -7.9089 0.1060
C -2.1670 -7.6402 -0.8487
O -2.3068 -8.2916 -1.8252
O -2.7417 -6.4558 -0.5189
H -1.2405 -5.1394 0.1046
H -2.7192 -5.2542 1.2047
H -1.9582 -7.3581 1.9390
H -0.3122 -6.6581 1.5208
C -4.8893 4.3893 -0.5220
C -5.8099 5.4822 0.0493
O -6.8876 4.6729 0.5587
C -6.9223 3.4484 -0.0162
O -7.6988 2.5913 0.0917
O -5.7999 3.3339 -0.8381
H -4.2066 4.0431 0.2550
H -4.4228 4.8025 -1.4561
H -6.1677 6.1417 -0.7752
H -5.2484 6.0427 0.7741
C 4.1377 -4.8235 -4.0497
C 3.2364 -4.4129 -5.2241
O 3.3799 -2.9950 -5.3046
C 3.7113 -2.5669 -4.0298
O 3.6092 -1.4484 -3.6401
O 4.1776 -3.5998 -3.2809
H 5.1723 -5.1667 -4.3756
H 3.6943 -5.5644 -3.4043
H 2.2301 -4.6824 -4.9005
H 3.4299 -4.8897 -6.2428
C 2.1287 7.7077 -0.7630
C 0.8574 8.4629 -1.0774
O 0.4756 9.0363 0.2539
C 1.2687 8.4823 1.2537
O 1.1749 8.7123 2.4004
O 2.0327 7.5212 0.6881
H 2.9790 8.3640 -1.0258
H 2.2440 6.7066 -1.2696
H 0.0405 7.7618 -1.3554
H 0.9775 9.2514 -1.8050
```

Results
2S+1: 1
Highest occupied orbital energy in eV: -8.347
Charge: +1
LUMO in eV: -5.647

Atom charges from the Löwdin analysis, given in e for atoms 1 to 99: Al 0.1867; N -0.0153; O -0.4407; O 0.4657; O 0.4223; N -0.3483; O -0.0186; O -0.0227; O -0.0196; C -0.0764; C -0.1251; O 0.0660; C -0.6017; O 0.1595; O 0.0375; H 0.1256; H 0.1418; H 0.1452; H 0.1457; C -0.1205; C -0.1447; O 0.0536; C -0.5756; O 0.1996; O 0.0759; H 0.0976; H 0.1481; H 0.1311; H 0.1291; C -0.1078; C -0.1298; O 0.0331; C -0.5428; O 0.1703; O 0.0780; H 0.1444; H 0.1335; H 0.0689; H 0.1381; C 0.0138; C -0.0060; O 0.0526; C -0.4766; O 0.1007; O 0.0692; H 0.1283; H 0.1334; H 0.1193; H 0.1502; C -0.0538; C 0.0097; O 0.0945; C -0.4728; O 0.1648; O 0.1163; H 0.1400; H 0.1487; H 0.1364; H 0.0869; C -0.0982; C -0.1287; O 0.0669; C -0.6004; O 0.1955; O 0.0249; H 0.1329; H 0.1387; H 0.1316; H 0.1463; C -0.1069; C -0.1111; O 0.0598; C -0.5445; O 0.0879; O 0.0995; H 0.1355; H 0.1569; H 0.1180; H 0.1363; C -0.1285; C -0.0565; O 0.0712; C -0.5762; O 0.1432; O 0.0492; H 0.1250; H 0.1138; H 0.1093; H 0.1488; C -0.0941; C -0.0892; O 0.0477; C -0.5409; O 0.1428; O 0.0374; H 0.1286; H 0.1471; H 0.1254; H 0.1343